C2H2OS3 in the gas phase. Source: the OMol25 dataset; level of theory: ωB97M-V/def2-TZVPD.

Geometry (Å):
C (-0.6012, -0.7628, -0.0976)
C (-0.7184, 0.5313, 0.1906)
O (-2.3864, 2.1263, -0.9519)
S (-1.9444, -1.8230, -0.3746)
S (-3.4535, -0.6371, 0.3250)
S (-2.2634, 1.4286, 0.3131)
H (0.3523, -1.2392, -0.2565)
H (0.1496, 1.1571, 0.3004)

- Charge: 0
- Highest occupied orbital energy: -8.709 eV
- Total energy: -36658.0604 eV
- Maximum force: 2.1 eV/A

---

A molecular structure, C21H31IrN9S3. Source: the OMol25 dataset; level of theory: ωB97M-V/def2-TZVPD.

Geometry (Å):
Ir (-1.5324, 0.1963, 0.3406)
N (-2.7391, -0.7975, -1.3509)
C (-2.3154, -2.0480, -2.0158)
C (-2.2130, -3.1709, -1.0079)
C (-1.1030, -2.9597, -0.0063)
N (-1.3656, -1.8621, 0.9663)
H (-3.6738, -0.9355, -0.9771)
H (-2.8244, -0.0713, -2.0567)
H (-1.3529, -1.8817, -2.5040)
H (-3.0320, -2.3222, -2.7905)
H (-2.0061, -4.0927, -1.5527)
H (-3.1720, -3.3157, -0.4950)
H (-0.1845, -2.7244, -0.5390)
H (-0.9331, -3.8845, 0.5457)
H (-0.5936, -1.8316, 1.6257)
H (-2.1652, -2.1119, 1.5387)
N (0.9921, 2.5591, -0.4993)
C (-0.1782, 3.0549, -0.3983)
N (-1.3210, 2.3312, -0.1202)
C (-2.4072, 3.1203, -0.0893)
C (-2.1741, 4.4759, -0.3551)
S (-0.5525, 4.7884, -0.6240)
C (-3.6830, 2.5531, 0.2610)
C (-4.8912, 3.1610, 0.2892)
S (-6.0926, 2.0777, 0.8419)
C (-4.8777, 0.8450, 1.0189)
N (-3.6753, 1.2333, 0.6649)
N (-5.1741, -0.3891, 1.4807)
H (1.0420, 0.8642, -0.7794)
H (1.7220, 3.2441, -0.6737)
H (-2.9161, 5.2621, -0.3843)
H (-5.1499, 4.1701, 0.0010)
H (-6.0949, -0.6174, 1.8177)
H (-4.4395, -1.0609, 1.6028)
N (0.7267, -0.1161, -0.9237)
S (1.9875, -1.2289, -0.6867)
C (3.2146, -0.8802, -1.9053)
C (3.7541, 0.3994, -2.0323)
C (4.6993, 0.6149, -3.0158)
C (5.1056, -0.4372, -3.8396)
C (4.5628, -1.7047, -3.6927)
C (3.5986, -1.9382, -2.7208)
C (2.7439, -0.5936, 0.8082)
C (1.9831, 0.0738, 1.7592)
C (2.6215, 0.5764, 2.8847)
C (3.9878, 0.3922, 3.0598)
C (4.7216, -0.3208, 2.1206)
C (4.1024, -0.8229, 0.9852)
H (0.4177, -0.2162, -1.8895)
H (3.4515, 1.1999, -1.3666)
H (5.1285, 1.6003, -3.1414)
H (5.8569, -0.2601, -4.5986)
H (4.8860, -2.5163, -4.3318)
H (3.1680, -2.9256, -2.5989)
H (0.9234, 0.2329, 1.6095)
H (2.0575, 1.1302, 3.6275)
H (4.4814, 0.8105, 3.9282)
H (5.7828, -0.4800, 2.2617)
H (4.6775, -1.3731, 0.2507)
N (-1.0723, -0.5890, 3.4348)
N (-1.4850, 0.5304, 2.6358)
H (-1.4855, -0.5396, 4.3606)
H (-0.0646, -0.5636, 3.5436)
H (-0.9888, 1.3820, 2.8883)
H (-2.4675, 0.7035, 2.8099)

- Charge: +3
- Highest occupied orbital energy (spin up / spin down): -14.713 / -14.501 eV
- Total energy: -71009.1552 eV
- Maximum force: 3.7 eV/A

---

A molecular structure, C25H46InP2. Source: the OMol25 dataset; level of theory: ωB97M-V/def2-TZVPD.

Geometry (Å):
In (0.0242, 1.1921, -2.0861)
C (-0.5324, -2.3889, 3.2645)
C (0.8156, -2.4791, 2.8161)
C (0.7360, -0.9979, 4.5780)
C (-0.5768, -1.4735, 4.3495)
C (1.5992, -1.6173, 3.6323)
C (-1.6774, -3.1498, 2.7302)
H (-1.4788, -3.4805, 1.7025)
H (-2.5899, -2.5366, 2.7288)
H (-1.8881, -4.0496, 3.3329)
C (-1.7738, -1.1061, 5.1330)
H (-2.5643, -1.8509, 4.9988)
H (-2.1698, -0.1262, 4.8296)
H (-1.5201, -1.0497, 6.1990)
C (1.1277, -0.0535, 5.6464)
H (0.7229, -0.3798, 6.6117)
H (0.7447, 0.9568, 5.4543)
H (2.2149, 0.0028, 5.7283)
C (3.0614, -1.4352, 3.5387)
H (3.6072, -2.2043, 4.1106)
H (3.3580, -0.4540, 3.9330)
H (3.3919, -1.5042, 2.4937)
C (1.3170, -3.3347, 1.7237)
H (1.5709, -4.3412, 2.0814)
H (2.2155, -2.8936, 1.2845)
H (0.5606, -3.4380, 0.9422)
C (-1.6123, 1.1203, -3.4899)
C (-2.1536, -0.2687, -3.3100)
C (-1.3613, -1.3401, -4.0602)
C (0.1928, -1.4123, -3.9808)
C (1.0499, -0.3488, -3.2895)
C (1.2595, 0.9237, -3.8777)
C (0.4669, 1.3505, -5.1124)
C (-1.0783, 1.4159, -4.9081)
H (-1.6100, -1.2075, -5.1270)
H (0.5613, -1.5304, -5.0132)
H (-1.7317, -2.3446, -3.8049)
H (-1.5242, 0.7870, -5.6882)
H (-2.3077, 1.9027, -3.1577)
H (-3.1539, -0.2802, -3.7731)
H (-1.4201, 2.4337, -5.1645)
H (0.8089, 2.3607, -5.4000)
H (2.2633, 1.3586, -3.8057)
H (0.6925, 0.6894, -5.9724)
H (0.4415, -2.3531, -3.4646)
H (1.8800, -0.7545, -2.6921)
P (-3.0726, -0.8559, -1.5981)
P (2.5752, 3.0336, 1.5195)
C (0.3489, 3.0476, -0.5475)
C (1.6128, 3.6822, -0.0104)
H (-0.3746, 2.7737, 0.2352)
H (-0.1444, 3.7840, -1.2204)
H (2.3667, 3.7615, -0.8116)
H (1.3626, 4.7116, 0.3126)
C (3.3066, 4.6141, 2.0981)
H (3.6753, 4.4519, 3.1182)
H (2.5093, 5.3661, 2.1433)
H (4.1193, 4.9446, 1.4327)
C (3.9809, 2.3739, 0.5186)
H (4.3506, 3.1492, -0.1716)
H (3.6650, 1.4929, -0.0615)
H (4.7805, 2.0604, 1.2030)
C (-4.7155, -0.0233, -1.7655)
H (-5.4401, -0.6844, -1.2661)
H (-4.9937, 0.1022, -2.8233)
H (-4.7339, 0.9476, -1.2520)
C (-3.7200, -2.5386, -1.9589)
H (-4.0929, -2.9634, -1.0100)
H (-2.9077, -3.1732, -2.3353)
H (-4.5419, -2.4659, -2.6910)
C (-0.4254, 0.1278, -0.1731)
H (0.5075, 0.1690, 0.4197)
H (-0.7546, -0.9171, -0.3075)
H (-1.2042, 0.7183, 0.3375)

- Charge: +1
- Highest occupied orbital energy (spin up / spin down): -9.102 / -9.101 eV
- Total energy: -50409.2036 eV
- Maximum force: 5.3 eV/A

---

A molecular structure, C10H7CeN2O5. Source: the OMol25 dataset; level of theory: ωB97M-V/def2-TZVPD.

Geometry (Å):
O (-0.2543, 5.9620, -3.4783)
C (-0.2030, 4.8216, -3.5449)
Ce (0.4697, 0.4653, -1.1438)
C (-0.0734, -2.0176, -1.4790)
O (-0.1188, -3.0787, -1.9405)
C (0.7802, -1.2120, -4.4478)
O (0.3640, -1.6127, -5.4833)
C (1.0835, -0.6308, -3.3301)
O (2.1094, -0.3364, -2.5801)
C (-1.4488, -0.1399, -2.5622)
O (-2.2933, -0.5409, -3.2486)
H (-0.5022, 1.8140, -0.6284)
N (-0.8779, -2.1655, 1.6533)
C (-0.3125, -1.0437, 2.1537)
C (-0.3663, -0.7525, 3.5398)
C (0.1721, 0.4583, 3.9836)
C (0.7605, 1.3281, 3.0517)
C (0.8543, 0.9413, 1.7108)
N (0.2772, -0.2006, 1.2472)
H (-0.8786, -2.3734, 0.6578)
H (-1.3053, -2.8068, 2.3045)
H (-0.8545, -1.4926, 4.1880)
H (0.1073, 0.7187, 5.0452)
H (1.1594, 2.2977, 3.3617)
H (1.3512, 1.5970, 0.9697)

- 2S+1: 2
- Charge: +2
- Highest occupied orbital energy (spin up / spin down): -15.674 / -15.672 eV
- Total energy: -36607.5217 eV
- Maximum force: 6.1 eV/A